No. 1
{"formula": "C4H16N2NiO10", "method": "the ωB97M-V functional and the def2-TZVPD basis", "elements": ["Ni", "N", "O", "O", "O", "N", "O", "O", "O", "C", "O", "H", "H", "H", "H", "C", "O", "H", "H", "H", "H", "C", "O", "H", "H", "H", "H", "C", "O", "H", "H", "H", "H"], "coordinates": [[-0.0580, -0.1222, 0.7510], [3.5307, 1.9078, 2.8766], [3.9503, 1.3401, 3.8785], [3.9993, 2.9503, 2.3312], [2.5519, 1.3867, 2.3364], [-1.1268, -3.3106, 3.3614], [-1.3991, -3.6563, 4.4995], [-0.8048, -2.1622, 3.1039], [-1.2963, -4.0557, 2.4248], [-2.9208, 3.2669, 1.0977], [-1.9327, 2.3898, 1.5714], [-3.2699, 2.9120, 0.1280], [-3.7783, 3.2102, 1.7682], [-2.5096, 4.2729, 1.0148], [-1.6952, 2.7062, 2.4461], [-2.9230, -1.3458, -2.1563], [-2.6041, -1.1236, -0.7579], [-3.1084, -0.4123, -2.6875], [-2.0538, -1.6720, -2.7274], [-3.7355, -2.0643, -2.2645], [-3.4392, -0.9857, -0.3049], [2.4224, -2.7755, -1.7649], [2.0161, -2.2764, -0.4978], [3.3178, -2.2406, -2.0814], [2.5384, -3.8588, -1.7307], [1.6597, -2.5172, -2.4996], [2.5728, -2.7546, 0.1211], [2.0264, 1.7930, -2.4342], [0.7772, 1.5376, -1.7773], [2.1292, 2.8258, -2.7669], [2.8461, 1.5833, -1.7469], [2.1505, 1.1242, -3.2859], [0.1670, 2.1272, -2.2263]], "total_charge": 0, "s_squared": 2.007, "spin_multiplicity": 3, "e_above_lowest_kcal_mol": 176.1, "orbital_gap_ev": [7.9, 2.2], "fmax_ev_per_a": 3.008}


No. 2
{"formula": "CClFN2O4", "method": "the ωB97M-V functional and the def2-TZVPD basis", "elements": ["C", "N", "N", "O", "O", "O", "O", "F", "Cl"], "coordinates": [[0.0053, -0.1734, -0.2040], [-0.4719, 1.1271, -0.7483], [1.3506, -0.2908, 0.4085], [-1.6430, 1.2514, -0.8668], [0.3626, 1.8879, -1.0983], [1.7678, -1.4018, 0.5540], [1.8879, 0.7594, 0.5965], [-2.1549, -1.7895, 1.4391], [-1.1045, -1.3702, -0.0806]], "total_charge": 0, "e_above_lowest_kcal_mol": 90.9, "orbital_gap_ev": [8.4, 8.5], "fmax_ev_per_a": 2.746}